This record from the OMol25 dataset describes the molecule C16H19NO2 in a non-equilibrium geometry. The level of theory is the ωB97M-V functional and the def2-TZVPD basis.

```
38
Properties=species:S:1:pos:R:3:forces:R:3
N 5.821423 0.546162 1.430253 -3.86 0.64 0.19
C 4.661750 0.666834 1.646751 5.63 -0.44 0.01
O -1.503854 -0.856729 2.777059 0.40 0.38 -2.19
O -1.241818 1.561518 2.424844 -1.79 -0.43 1.40
C -1.655620 -0.992258 1.372132 -0.29 4.48 -2.87
C -1.662218 0.154306 0.481665 -0.06 -3.61 2.21
C 2.668127 1.679217 2.702288 -0.42 -0.64 0.53
C 2.741719 -0.605097 2.149038 -0.30 -1.41 -0.27
C 1.348098 1.578385 3.182671 0.84 -2.49 -1.65
C 1.388753 -0.740486 2.354806 -0.76 1.94 1.19
C 3.378533 0.597643 2.195947 -1.97 0.38 0.14
C 0.628851 0.363774 2.900203 3.40 -0.94 -1.05
C -1.414960 1.559119 1.017450 4.60 -4.11 0.92
C 0.516904 -0.395297 -3.883892 0.77 -1.53 0.06
C -2.034867 -0.018577 -1.016719 1.92 1.69 0.60
C -0.964006 -0.200186 -3.947261 -0.58 -0.65 -1.76
C -1.581582 -1.282990 -1.748406 0.09 -0.19 1.21
C -1.748640 -1.289925 -3.240877 0.65 -0.35 -0.54
C -0.832032 0.366876 3.105588 -0.37 0.09 -0.10
H -1.871282 -1.955523 0.862910 0.25 0.42 1.40
H 3.329755 2.488691 2.757235 -0.04 1.93 0.45
H 3.319594 -1.487675 1.947199 0.09 -0.27 -0.54
H 0.828907 2.369829 3.643593 -0.32 0.96 0.35
H 1.013089 -1.695353 2.063517 -0.87 -0.36 0.32
H -2.094578 2.217776 0.772272 -4.31 3.09 -0.89
H -0.514694 2.051264 0.595523 0.19 -0.75 -0.24
H 0.871253 -0.267244 -2.866056 0.34 0.08 0.10
H 0.712002 -1.454084 -4.172437 -0.02 0.41 0.40
H 1.162793 0.135869 -4.577367 -0.34 0.66 0.05
H -1.715740 0.942667 -1.515586 0.28 -1.01 0.25
H -3.072136 0.097169 -1.081820 -1.94 -0.18 -0.07
H -1.268514 -0.252875 -5.016273 0.06 0.31 0.54
H -1.295832 0.723969 -3.551792 -0.11 1.26 0.16
H -2.170577 -2.102091 -1.343361 -0.11 -0.27 0.08
H -0.555667 -1.517486 -1.457977 0.13 0.12 -0.11
H -2.793664 -1.180618 -3.500135 -0.37 -0.08 -0.07
H -1.383313 -2.254754 -3.653986 -0.42 0.31 0.34
H -1.015955 0.448186 4.191001 -0.37 0.54 -0.56
```
Forces are in eV/Å.

Values from the calculation:
Kohn-Sham gap: 8.774 eV
DFT total energy: -22481.9011 eV
relative energy (zero: lowest compared OMol25 entry of this formula, charge and spin): 4.4013 eV
maximum force: 6.24 eV/A